1.
14 unconnected molecules or ions with the total composition C17H62N16O14 at a distorted geometry, computed with the ωB97M-V functional and the def2-TZVPD basis.

Output
**ΔE to the lowest compared entry with this formula, charge and spin**: 7.2 kcal/mol
**Highest occupied orbital energy**: -8.5 eV
**LUMO level**: -0.01249 Ha
**HOMO-LUMO gap**: 8.11 eV

```
109
Properties=species:S:1:pos:R:3:mulliken_charge:R:1
O -3.531 0.025 3.793 -0.809
O -3.240 2.365 2.319 -0.665
O 3.888 1.690 0.540 -0.366
O -1.888 4.238 0.114 -0.673
O 1.534 1.760 -3.346 -0.645
O -5.132 -1.059 -1.102 -0.617
O 4.877 -3.552 1.743 -0.785
O -0.999 -1.073 -2.969 -0.511
O -1.438 1.562 -0.749 1.556
O 1.754 -0.843 -4.357 -0.592
O 1.116 -0.686 3.682 -0.930
O -3.094 2.671 -2.762 -0.685
O 0.285 -2.719 1.144 -0.508
O 2.237 -4.661 -2.022 -0.669
N -2.055 -2.457 1.133 -0.324
N -1.396 0.859 4.486 -0.183
N 3.143 -4.819 0.775 -0.232
N 0.221 4.833 0.930 -0.322
N 1.994 0.285 1.781 1.075
N -4.585 2.675 0.400 -0.239
N -5.192 1.072 1.691 -0.224
N -1.438 -0.813 3.197 -0.287
N -0.596 -0.570 -0.340 1.537
N 0.171 -3.673 -1.549 0.578
N -1.216 -4.297 1.998 -0.333
N -0.861 3.454 2.082 -0.225
N 3.000 -2.665 0.581 0.456
N 0.208 -5.788 -1.617 -0.428
N 3.372 -0.706 3.123 -0.165
N -0.532 0.928 1.335 1.226
C 0.921 -4.722 -1.712 0.669
C -2.291 3.742 -3.106 -0.443
C 2.158 -0.424 2.848 0.106
C 3.683 -3.682 1.060 0.458
C -2.163 0.021 3.854 0.458
C 1.650 1.554 -1.997 1.326
C 2.212 -2.036 -3.779 -0.112
C -4.266 1.979 1.441 0.199
C -1.355 0.128 -3.627 -0.341
C -0.856 0.647 0.094 -1.588
C 4.128 2.556 1.537 -0.634
C 2.918 -1.693 -2.479 -0.423
C -3.843 -0.449 -1.059 0.075
C -0.964 -3.149 1.422 -0.306
C 1.287 2.818 -1.262 -0.486
C 2.975 3.547 1.603 -0.813
C -0.931 4.261 1.069 -0.018
H -3.050 -2.608 1.473 0.302
H 1.412 2.613 -0.189 -0.720
H -0.324 -4.839 2.273 0.351
H 5.056 3.114 1.221 0.439
H -0.389 0.928 4.392 0.217
H -5.150 0.506 2.487 0.282
H -1.800 3.003 2.283 0.526
H 3.834 -1.072 -2.664 0.503
H -1.033 0.936 -3.008 -0.330
H 1.158 4.455 1.132 0.141
H -2.923 -0.856 -1.468 -0.047
H 0.657 -6.659 -1.878 0.287
H -0.843 0.295 2.136 -0.563
H -3.896 0.533 -1.494 0.337
H -5.893 0.858 1.005 0.155
H -1.786 -1.665 0.566 0.281
H -1.842 -1.523 2.558 -0.060
H 3.492 -1.408 3.822 0.324
H 4.742 1.295 0.358 0.238
H -0.816 -3.618 -1.244 0.281
H 0.981 0.569 1.572 -0.288
H -1.818 1.621 5.072 0.318
H -0.882 0.168 -4.658 0.278
H 0.031 -1.225 0.157 -0.596
H -1.285 -1.804 -3.496 0.275
H 2.962 3.877 0.614 0.258
H 0.658 -2.751 -1.571 -0.932
H -0.435 -0.954 3.392 0.635
H 4.421 2.152 2.523 0.346
H 2.670 1.192 -1.602 0.182
H 2.111 3.030 1.959 0.170
H 1.880 3.635 -1.504 1.032
H -3.580 -0.194 -0.043 -0.142
H 3.239 -2.573 -1.926 0.323
H -1.351 3.276 -3.530 0.129
H 3.135 4.424 2.248 0.409
H 2.789 0.647 1.217 -0.021
H -2.708 4.390 -3.904 0.339
H 0.186 5.403 0.042 0.291
H 0.980 -1.034 -4.812 0.248
H 3.404 -1.724 0.706 -0.059
H 3.656 -5.658 1.233 0.274
H -2.673 2.291 -2.011 -0.134
H 2.609 -4.874 -0.106 0.127
H 1.894 0.940 -3.682 0.495
H 1.283 -2.606 -3.556 0.072
H -0.751 -0.795 -1.347 -0.660
H -2.074 -4.541 2.545 0.247
H -0.642 1.946 1.548 -0.278
H -5.275 -1.169 -2.052 0.373
H -3.777 3.303 0.088 0.185
H 1.972 -2.693 0.683 -0.177
H -2.051 4.360 -2.233 0.066
H 2.308 -1.122 -1.725 -0.367
H -2.402 0.153 -3.631 0.454
H 4.033 -0.693 2.383 0.192
H 0.983 0.729 -1.722 -0.930
H 2.904 -2.529 -4.457 0.361
H -0.181 3.604 2.871 0.284
H -5.216 2.395 -0.347 0.280
H -0.708 -5.865 -1.144 0.177
H 0.261 3.254 -1.451 -0.318
```

2.
14 unconnected molecules or ions with the total composition C17H62O14S3 at a distorted geometry, computed with the ωB97M-V functional and the def2-TZVPD basis.

Output
**Highest occupied orbital energy**: -9.0 eV
**LUMO level**: 0.00072 Ha
**HOMO-LUMO gap**: 9.05 eV

```
96
Properties=species:S:1:pos:R:3:mulliken_charge:R:1
S 3.886 38.666 22.038 0.253
S 2.762 33.928 25.191 -0.273
S -2.480 36.138 23.053 0.376
O 0.044 32.292 23.428 -0.278
O 3.444 32.044 29.752 -0.544
O 4.911 33.020 27.669 -0.268
O 0.220 37.626 25.409 -0.351
O 3.277 29.267 22.104 -0.518
O -1.052 36.518 23.391 -0.674
O -1.559 33.714 27.493 -0.541
O 4.724 36.707 24.583 -0.079
O 0.540 28.774 26.640 -0.568
O 0.006 35.123 29.530 -0.463
O 2.939 39.468 28.157 -0.601
O 2.074 32.586 25.176 -0.174
O 1.623 33.968 19.721 -0.579
O 3.723 38.976 23.520 -0.578
C 3.678 30.651 29.579 -0.490
C 2.805 37.257 21.611 -0.624
C 5.915 33.889 28.250 -0.445
C 5.449 37.811 21.702 -0.898
C 2.244 34.730 26.742 0.680
C -2.526 34.332 23.021 -0.440
C -0.880 32.621 26.900 -0.432
C -1.017 35.221 30.529 -0.714
C 6.012 36.688 25.129 -0.683
C -2.720 36.457 21.311 -0.865
C 0.724 34.903 20.305 -0.353
C 3.824 29.888 23.266 -0.299
C -0.426 37.119 26.564 -0.367
C 3.327 38.661 27.036 -0.101
C 1.475 29.312 25.706 -0.284
C 0.739 32.058 22.230 -0.396
C 1.715 34.941 24.119 0.396
H 1.008 35.070 21.350 -0.028
H 0.707 35.026 24.508 0.000
H 0.993 30.997 22.100 0.321
H -1.724 34.416 30.352 0.279
H 2.341 35.808 26.605 -0.259
H 2.846 34.393 27.577 0.244
H -0.277 34.541 20.097 0.304
H -3.542 34.110 22.694 0.507
H 3.344 36.361 21.920 0.243
H 5.416 36.816 22.156 0.165
H 0.894 35.904 19.880 0.444
H 6.711 33.296 28.697 0.318
H 6.323 34.574 27.511 0.098
H 6.348 38.337 22.019 0.418
H -0.573 35.164 31.523 0.267
H 3.248 29.941 21.419 0.287
H 2.382 29.585 26.234 0.121
H 4.668 30.496 29.138 0.221
H 0.736 32.348 24.140 -0.255
H 2.644 37.233 20.536 0.447
H 2.208 35.917 24.115 0.221
H 6.756 36.968 24.369 0.275
H 4.834 30.280 23.078 0.350
H -2.203 33.957 23.988 0.041
H -0.306 37.336 24.626 0.370
H -0.959 34.185 28.085 0.215
H 6.287 35.682 25.445 0.104
H -3.676 36.013 21.023 0.434
H 3.264 30.790 23.532 -0.037
H -0.673 36.051 26.538 0.213
H 2.483 34.016 20.142 0.328
H 6.167 37.381 25.962 0.278
H -1.542 36.176 30.452 0.285
H -1.823 33.912 22.299 -0.031
H 4.408 38.724 26.893 0.281
H -1.883 36.097 20.720 0.065
H 3.094 37.639 27.339 -0.126
H 2.882 40.377 27.847 0.313
H 1.711 28.561 24.945 0.358
H 0.467 35.967 29.506 0.265
H 5.337 34.386 29.024 0.251
H -1.356 37.651 26.798 0.436
H 1.872 37.405 22.150 0.239
H 5.328 32.424 27.037 0.175
H 1.006 30.155 25.197 0.132
H -0.049 32.262 27.519 0.356
H 4.485 37.585 24.191 0.177
H 3.659 30.170 30.553 0.274
H 5.650 37.589 20.649 0.383
H -0.500 32.946 25.928 0.167
H 1.825 34.523 23.123 -0.438
H 0.089 32.196 21.359 0.257
H 3.890 29.136 24.043 0.243
H 3.779 32.525 28.969 0.344
H -2.869 37.530 21.186 0.362
H 2.732 38.886 26.151 0.234
H 0.314 37.300 27.351 -0.020
H 1.183 34.506 26.839 -0.598
H -0.276 28.533 26.200 0.287
H 1.633 32.670 22.086 0.069
H -1.533 31.748 26.820 0.376
H 2.889 30.265 28.930 0.125
```

3.
A molecular structure, C17H63NNbO13, computed with the ωB97M-V functional and the def2-TZVPD basis.

Output
**Total charge**: -1
**Highest occupied orbital energy**: -4.5 eV
**LUMO level**: 0.07207 Ha
**HOMO-LUMO gap**: 6.46 eV

```
95
Properties=species:S:1:pos:R:3:mulliken_charge:R:1
Nb -2.440 0.259 -0.513 -0.979
O -5.615 0.379 2.379 -0.489
O -7.011 -2.496 0.293 -0.519
O -5.785 1.251 -2.948 -0.475
O 6.027 -1.937 -2.505 -0.508
O 4.705 4.263 2.809 -0.413
O 3.983 0.451 0.656 -0.481
O -6.898 3.389 1.241 -0.405
O 2.196 -4.318 -2.134 -0.607
O 4.273 -0.245 4.577 -0.442
O 4.473 -3.925 1.308 -0.251
O -0.431 -3.407 -3.240 -0.420
O 2.263 0.032 -4.241 -0.526
O 0.438 5.310 1.277 -0.549
N 0.163 -2.159 -0.458 -0.677
C -0.255 0.228 -1.154 -1.196
C 6.059 -1.317 -1.218 -0.242
C -2.088 3.273 1.249 -1.002
C -6.794 -1.881 -0.978 -0.456
C -2.078 2.230 0.612 0.232
C -6.999 0.242 2.115 -0.290
C 3.946 -0.816 1.313 -0.314
C 3.674 -1.429 5.097 -0.488
C -6.288 2.526 -2.588 -0.373
C 1.418 4.527 1.950 -0.292
C 1.772 1.368 -4.185 -0.528
C 5.175 4.847 4.018 -0.537
C -8.291 3.281 0.965 -0.585
C -0.233 -2.810 -4.514 -0.465
C 3.473 -3.758 -2.464 -0.296
C 0.683 -0.790 -0.475 0.851
C 5.486 -4.594 2.048 -0.730
H 0.207 1.217 -1.067 0.467
H -0.317 4.732 1.116 0.217
H 5.104 -0.823 -1.059 -0.071
H 5.319 4.084 4.789 0.232
H 0.985 -0.471 0.523 -0.005
H -6.636 4.301 1.102 0.242
H 0.569 -2.067 -4.481 0.104
H 4.422 5.554 4.359 0.215
H -5.031 1.388 -3.526 0.262
H -1.158 -2.314 -4.798 0.244
H 4.878 -0.986 1.860 0.363
H 3.708 -3.012 -1.713 -0.148
H -7.709 -1.368 -1.267 0.204
H -8.584 2.248 1.120 0.205
H 4.246 -4.530 -2.456 0.336
H -1.971 -0.642 1.016 0.018
H 0.392 -3.826 -2.966 0.322
H -4.208 0.280 0.007 0.282
H 6.856 -0.570 -1.169 0.389
H 3.443 -3.276 -3.443 0.363
H -8.867 3.922 1.641 0.302
H -0.577 -2.272 -1.138 0.295
H -6.635 3.076 -3.471 0.309
H 1.027 4.156 2.902 0.265
H -5.522 3.110 -2.070 0.249
H 6.871 -2.370 -2.643 0.268
H -7.580 0.883 2.792 0.284
H -6.193 -2.934 0.537 0.301
H 1.625 -0.802 -1.060 -0.209
H -2.262 4.156 1.814 0.538
H 0.887 -2.798 -0.748 0.247
H 1.724 3.682 1.329 0.161
H 6.115 5.381 3.854 0.274
H 4.311 -1.883 5.863 0.280
H 2.284 5.156 2.142 0.117
H 1.811 -0.457 -3.546 0.191
H -5.382 1.299 2.223 0.230
H -7.280 -0.794 2.273 0.321
H -6.559 -2.645 -1.725 0.324
H 0.695 1.382 -4.369 0.267
H -7.210 0.515 1.077 -0.083
H 3.827 -1.591 0.564 -0.102
H 1.989 -4.990 -2.790 0.279
H -5.977 -1.158 -0.922 0.087
H -7.129 2.374 -1.915 0.017
H 6.207 -2.062 -0.431 0.186
H 2.690 -1.213 5.520 0.294
H 4.376 0.375 5.302 0.264
H 3.795 -4.568 1.088 0.206
H 0.008 -3.568 -5.269 0.341
H -8.500 3.561 -0.072 0.262
H 6.252 -3.863 2.299 0.227
H 5.081 -5.014 2.973 0.309
H -0.234 -0.008 -2.232 0.267
H 5.940 -5.393 1.454 0.297
H -2.683 -1.318 -1.421 0.034
H 3.102 -0.857 2.006 0.273
H 5.369 3.639 2.509 0.254
H 2.277 1.951 -4.953 0.280
H 1.985 1.803 -3.206 0.232
H -2.820 1.252 -2.023 -0.027
H 4.084 1.122 1.333 0.181
H 3.557 -2.129 4.274 0.120
```

4.
A molecular structure, C17H67B3ClIN32O21S at a distorted geometry, computed with the ωB97M-V functional and the def2-TZVPD basis.

Output
**Highest occupied orbital energy**: -8.8 eV
**LUMO level**: -0.00391 Ha
**HOMO-LUMO gap**: 8.73 eV

```
143
Properties=species:S:1:pos:R:3:mulliken_charge:R:1
I -0.952 -2.118 -0.701 -0.004
Cl -2.036 2.846 -0.063 -0.202
S 3.691 0.759 0.729 0.899
O 5.587 -8.673 7.712 -0.732
O 8.284 -7.607 4.587 -0.759
O -1.661 2.878 -3.464 -0.707
O -3.231 9.126 -4.373 -0.728
O -4.357 0.851 -7.348 -0.632
O 3.306 -5.806 3.832 -0.703
O 10.583 -7.137 1.488 -0.651
O -5.130 -2.506 -8.439 -0.655
O -5.006 -0.532 0.600 -0.607
O 4.113 1.642 1.810 -0.609
O 3.102 -2.676 6.281 -0.680
O -2.991 8.805 0.313 -0.638
O 0.539 -0.357 1.340 -0.087
O -6.165 3.901 -4.626 -0.765
O -3.446 5.000 -7.640 -0.684
O -1.740 0.332 1.123 -0.134
O 2.964 0.957 8.260 -0.689
O 0.014 1.952 1.483 -0.269
O 3.113 -6.449 10.384 -0.622
O 3.630 -0.657 1.067 -0.550
O -4.724 4.763 -11.419 -0.646
N -4.783 -4.137 -6.915 -0.386
N 3.036 -4.647 9.014 -0.157
N -1.224 10.111 -3.987 -0.380
N -5.108 -4.664 -9.140 -0.397
N -3.290 2.338 -8.677 -0.160
N -6.314 -1.709 2.029 -0.400
N 8.158 -7.153 6.805 -0.278
N 3.441 -0.553 5.544 -0.222
N 5.031 -5.836 5.269 -0.224
N 4.175 -8.789 9.490 -0.349
N 10.158 -6.960 5.669 -0.405
N 8.384 -6.798 1.910 -0.157
N 3.152 -4.373 11.302 -0.409
N 9.193 -6.710 -0.253 -0.382
N -3.829 3.150 -2.821 -0.047
N -2.924 10.263 -2.441 -0.332
N 3.459 -7.908 7.510 -0.347
N -3.302 6.628 -6.086 -0.130
N -7.940 2.559 -5.103 -0.413
N -2.630 7.365 2.027 -0.372
N 3.180 -2.277 4.043 -0.218
N -6.795 5.684 -11.362 -0.409
N -3.772 0.213 -9.450 -0.368
N -3.574 7.161 -8.314 -0.397
N 4.344 2.056 9.682 -0.383
N -3.258 3.306 -5.029 0.147
N -2.966 6.579 -0.113 -0.197
N -4.293 -0.835 2.727 -0.306
N -6.448 3.219 -6.746 -0.172
N 5.228 -6.867 3.216 -0.316
N -6.086 4.287 -9.668 -0.139
N 2.750 3.202 8.470 -0.391
C -2.507 9.794 -3.644 0.653
C 4.451 -6.157 4.080 0.695
C 9.455 -6.898 1.079 0.608
C 3.100 -5.232 10.242 0.539
C 3.231 -1.887 5.348 0.611
C 8.832 -7.259 5.631 0.662
C -2.834 3.091 -3.757 0.582
C 3.329 2.003 8.771 0.655
C -5.797 4.899 -10.853 0.551
C -3.838 1.112 -8.422 0.681
C -2.871 7.658 0.714 0.593
C -6.823 3.263 -5.440 0.674
C -5.014 -3.692 -8.183 0.642
C 2.127 1.325 0.078 -0.522
C -3.441 6.198 -7.361 0.515
C -5.192 -0.994 1.710 0.598
C 4.480 -8.481 8.210 0.645
B -0.721 -0.564 0.758 0.173
B 0.890 0.957 1.009 -0.067
B -1.231 1.616 0.932 0.248
H -2.870 5.630 0.196 0.143
H -0.887 9.774 -4.869 0.204
H 7.455 -6.595 1.593 0.173
H 4.829 -7.102 2.327 0.180
H 9.966 -6.778 -0.886 0.223
H -5.278 -4.365 -10.081 0.213
H -4.708 -3.443 -6.194 0.228
H -2.527 6.433 2.378 0.145
H 10.639 -6.675 6.500 0.145
H 4.901 -9.179 10.058 0.200
H 8.585 -6.867 7.664 0.146
H -4.213 3.490 -5.273 -0.127
H 4.619 0.909 -0.267 0.136
H 3.289 -1.646 3.269 0.142
H 1.961 0.808 -0.881 0.394
H 3.643 -7.644 6.558 0.152
H 2.555 -7.728 7.903 0.209
H 10.672 -7.036 4.807 0.249
H 4.789 1.190 9.921 0.220
H 3.486 -0.217 6.493 0.170
H 6.167 -7.160 3.434 0.181
H 7.178 -7.395 6.808 0.207
H 4.660 2.902 10.114 0.163
H 8.537 -6.939 2.904 0.124
H -4.170 -0.701 -9.297 0.287
H 3.031 4.073 8.875 0.163
H 2.121 2.398 -0.130 0.340
H 8.281 -6.511 -0.615 0.161
H -5.016 -5.643 -8.949 0.163
H -3.857 10.034 -2.154 0.180
H 4.482 -5.284 5.905 0.082
H -3.205 5.919 -5.380 0.145
H -4.793 3.328 -3.052 0.187
H -8.221 2.577 -4.142 0.238
H -4.422 -1.207 3.649 0.157
H 3.022 -3.655 8.862 0.156
H -2.347 10.800 -1.823 0.151
H -7.683 5.814 -10.916 0.154
H -2.566 3.279 -5.754 0.062
H -6.992 -1.844 1.303 0.226
H -2.856 2.586 -9.547 0.176
H -3.341 3.030 -7.947 0.039
H 3.552 0.100 4.791 0.122
H 3.144 -3.376 11.209 0.156
H 3.001 -5.256 8.217 0.099
H -4.684 -5.104 -6.673 0.161
H -3.562 3.013 -1.865 0.039
H 2.001 3.193 7.802 0.218
H 3.282 -8.601 9.900 0.209
H -3.143 6.758 -1.085 0.133
H -3.680 6.856 -9.266 0.220
H -6.614 6.148 -12.232 0.229
H -3.575 8.142 -8.110 0.151
H 3.200 -4.777 12.218 0.215
H -3.350 0.421 -10.334 0.135
H -8.477 2.025 -5.759 0.156
H -6.934 2.691 -7.445 0.197
H 5.969 -6.090 5.522 0.076
H -3.290 7.597 -5.807 0.186
H -0.613 10.652 -3.407 0.167
H -6.487 -2.100 2.935 0.149
H -5.616 3.725 -7.003 0.044
H -2.554 8.137 2.662 0.212
H -5.368 3.707 -9.265 0.070
H 3.027 -3.254 3.862 0.152
H -6.958 4.396 -9.187 0.169
H -3.458 -0.318 2.520 0.258
```

> Look up the LUMO level of the third one.

0.07207 Ha

> Which of these has the lowest highest occupied orbital energy?

C17H62O14S3

> Which value of HOMO-LUMO gap does entry 4 give?

8.73 eV